A 2-piece molecular cluster, CH6NO overall at a distorted geometry. Source: the OMol25 dataset; level of theory: ωB97M-V/def2-TZVPD.

```
! RIJCOSX wB97M-V def2-TZVPD def2/J DEFGRID3
* xyz 2 2
C 1.392 -0.958 -0.072
N 0.655 -0.172 0.639
H 0.875 -1.543 -0.835
H 2.484 -0.970 -0.061
H 1.076 0.463 1.311
H -0.205 0.133 0.152
H -2.457 1.598 0.129
H -2.035 0.549 -1.088
O -1.784 0.901 -0.174
*
```

Computed properties:
Highest occupied orbital energy (alpha / beta) in eV: -23.702 / -23.681
Orbital gap (alpha / beta) in eV: 13.5256 / 5.7959
Calculated total energy in hartree: -170.77154
Largest force on an atom in eV/Å: 2.18
LUMO energy (alpha / beta) in hartree: -0.374 / -0.657

For each atom in turn, the natural (NBO) charge in e is: 0.220, -0.598, 0.231, 0.276, 0.463, 0.396, 0.590, 0.570, -0.147

An isolated ion of composition C5H8N and charge +1 at a distorted geometry. Source: the OMol25 dataset; level of theory: ωB97M-V/def2-TZVPD.

```
! RIJCOSX wB97M-V def2-TZVPD def2/J DEFGRID3
* xyz 1 1
C -0.378 -1.943 -0.677
C -0.376 -1.092 0.346
C -0.844 0.400 0.215
N 0.298 1.251 -0.227
C 1.702 1.061 0.132
C 1.051 1.931 0.826
H -0.172 -2.909 -0.568
H -0.583 -1.665 -1.779
H -0.093 -1.336 1.354
H -1.183 0.534 1.230
H -1.556 0.319 -0.612
H 0.109 1.861 -1.093
H 2.592 0.590 -0.301
H 0.744 2.555 1.593
*
```

Computed properties:
Highest occupied orbital energy in eV: -14.387
Orbital gap in eV: 10.2240
Calculated total energy in hartree: -249.64842
SMILES string: C=CC[NH+]1C=C1
Largest force on an atom in eV/Å: 4.59
LUMO energy in hartree: -0.153

For each atom in turn, the natural (NBO) charge in e is: -0.302, -0.236, -0.292, -0.379, 0.036, 0.035, 0.209, 0.205, 0.218, 0.247, 0.254, 0.430, 0.300, 0.275

C54H65Br2HfO4 as an isolated structure at a distorted geometry. Source: the OMol25 dataset; level of theory: ωB97M-V/def2-TZVPD.

```
! RIJCOSX wB97M-V def2-TZVPD def2/J DEFGRID3
* xyz -1 1
Hf -0.748 -0.023 -0.022
C 3.377 0.807 0.821
O 1.985 0.593 0.686
C 1.283 0.780 1.877
C 1.377 2.106 2.464
C 1.356 3.333 1.530
C 1.699 3.189 0.045
C 2.830 3.797 -0.466
C 3.210 3.695 -1.809
C 2.374 2.971 -2.646
C 1.215 2.346 -2.181
C 0.285 1.602 -3.142
C 0.654 0.135 -3.368
C 1.796 -0.194 -4.097
C 2.218 -1.505 -4.269
C 1.480 -2.513 -3.643
C 0.340 -2.236 -2.907
C -0.383 -3.334 -2.143
C 0.033 -3.556 -0.682
C -0.270 -4.768 -0.081
C -0.041 -5.005 1.271
C 0.623 -4.010 1.985
C 0.971 -2.787 1.417
C 1.831 -1.803 2.198
C 1.196 -0.508 2.746
C 1.363 -0.204 4.178
C 1.288 1.043 4.685
C 1.259 2.207 3.798
C 1.243 1.313 6.188
C 2.438 2.172 6.618
C -0.067 2.057 6.503
C 1.252 0.024 7.007
C 0.581 -2.534 0.097
O 0.686 -1.292 -0.428
C -0.575 -6.284 1.922
C -0.276 -6.332 3.420
C -2.102 -6.319 1.739
C 0.050 -7.519 1.261
C -0.089 -0.915 -2.846
O -1.275 -0.640 -2.139
C -2.480 -0.829 -2.951
C 3.460 -1.791 -5.121
C 3.211 -1.291 -6.551
C 3.781 -3.285 -5.186
C 4.672 -1.062 -4.526
C 0.889 2.444 -0.830
O -0.206 1.830 -0.369
C 4.508 4.351 -2.287
C 4.469 5.860 -1.997
C 5.695 3.722 -1.542
C 4.730 4.160 -3.787
H 3.600 1.749 1.326
H 3.786 0.842 -0.189
H 3.852 -0.003 1.382
H 2.013 4.096 1.950
H 0.337 3.732 1.588
H 3.457 4.358 0.225
H 2.603 2.888 -3.703
H 0.313 2.117 -4.103
H -0.731 1.670 -2.764
H 2.375 0.620 -4.525
H 1.809 -3.545 -3.691
H -0.220 -4.277 -2.667
H -1.462 -3.149 -2.150
H -0.750 -5.530 -0.692
H 0.892 -4.172 3.024
H 2.661 -1.537 1.545
H 2.260 -2.343 3.045
H 1.534 -1.051 4.835
H 1.202 3.199 4.241
H 2.461 3.126 6.086
H 3.379 1.651 6.414
H 2.386 2.386 7.690
H -0.119 3.023 5.995
H -0.150 2.235 7.581
H -0.929 1.467 6.175
H 2.175 -0.545 6.857
H 0.402 -0.611 6.741
H 1.177 0.268 8.070
H -0.734 -5.488 3.942
H 0.800 -6.323 3.616
H -0.686 -7.254 3.841
H -2.550 -5.389 2.099
H -2.537 -7.159 2.292
H -2.374 -6.426 0.686
H 1.133 -7.526 1.410
H -0.143 -7.534 0.186
H -0.365 -8.436 1.694
H -2.233 -1.525 -3.748
H -2.763 0.139 -3.359
H -3.215 -1.228 -2.303
H 2.325 -1.772 -6.974
H 4.069 -1.522 -7.192
H 3.050 -0.211 -6.574
H 2.957 -3.851 -5.630
H 3.986 -3.692 -4.193
H 4.669 -3.440 -5.805
H 4.511 0.017 -4.481
H 5.564 -1.249 -5.134
H 4.867 -1.414 -3.509
H 4.393 6.060 -0.925
H 3.604 6.318 -2.485
H 5.377 6.346 -2.369
H 5.593 3.842 -0.461
H 6.636 4.191 -1.851
H 5.754 2.651 -1.758
H 3.920 4.607 -4.371
H 4.803 3.100 -4.049
H 5.666 4.643 -4.082
Br -3.068 1.224 -0.255
C -4.038 -2.426 -0.539
Br -2.583 -2.028 0.811
H -4.311 -3.429 -0.183
H -4.814 -1.747 -0.171
C -0.035 0.024 2.058
C -1.164 0.474 2.926
C -1.694 -0.481 3.802
C -2.817 -0.215 4.563
C -3.442 1.029 4.476
C -2.921 1.986 3.625
C -1.791 1.711 2.860
H -1.215 -1.453 3.860
H -3.216 -0.984 5.215
H -4.334 1.237 5.056
H -3.403 2.953 3.533
H -1.414 2.466 2.183
*
```

Computed properties:
Highest occupied orbital energy in eV: -3.715
Orbital gap in eV: 5.8770
Calculated total energy in hartree: -7593.85784
Largest force on an atom in eV/Å: 1.86
LUMO energy in hartree: 0.079

Atom charges from the Löwdin analysis, given in e for atoms 1 to 99: 1.332, -0.036, -0.164, -0.337, -0.129, -0.036, -0.137, -0.010, -0.178, 0.013, -0.112, -0.050, -0.099, 0.021, -0.155, 0.037, -0.129, -0.043, -0.153, -0.010, -0.181, 0.013, -0.131, -0.031, -0.233, 0.031, -0.157, 0.010, -0.557, -0.054, -0.040, -0.072, -0.315, -0.219, -0.560, -0.076, -0.047, -0.056, -0.224, -0.324, -0.049, -0.559, -0.052, -0.074, -0.047, -0.267, -0.292, -0.562, -0.054, -0.052, -0.073, 0.096, 0.104, 0.091, 0.115, 0.123, 0.113, 0.098, 0.124, 0.104, 0.110, 0.111, 0.119, 0.111, 0.118, 0.104, 0.104, 0.114, 0.106, 0.116, 0.073, 0.087, 0.079, 0.078, 0.081, 0.079, 0.083, 0.087, 0.081, 0.087, 0.082, 0.079, 0.086, 0.080, 0.079, 0.085, 0.073, 0.079, 0.103, 0.087, -0.003, 0.090, 0.081, 0.077, 0.086, 0.087, 0.081, 0.069, 0.082

C40H49FMoN9S2Si as an isolated structure. Source: the OMol25 dataset; level of theory: ωB97M-V/def2-TZVPD.

```
! RIJCOSX wB97M-V def2-TZVPD def2/J DEFGRID3
* xyz 3 3
Mo 0.438 0.568 -0.317
C 2.568 -0.987 2.055
C 1.267 -0.569 2.652
C 1.036 -0.832 3.999
C -0.153 -0.457 4.589
C -1.103 0.182 3.810
C -0.823 0.426 2.481
N 0.343 0.062 1.901
C -1.722 1.232 1.639
C -2.947 1.723 2.055
C -3.612 2.631 1.249
C -3.010 3.086 0.088
C -1.778 2.573 -0.277
N -1.199 1.600 0.456
C -0.958 3.099 -1.382
C -1.360 4.194 -2.115
C -0.522 4.680 -3.109
C 0.672 4.036 -3.333
C 1.033 2.926 -2.568
C 2.313 2.225 -2.880
N 0.233 2.481 -1.580
H 3.302 -0.185 2.126
H 2.966 -1.842 2.600
H 2.467 -1.249 1.006
H 1.810 -1.322 4.574
H -0.337 -0.647 5.638
H -2.038 0.500 4.244
H -3.371 1.418 2.999
H -4.575 3.024 1.549
H -3.490 3.850 -0.504
H -2.304 4.678 -1.923
H -0.808 5.541 -3.698
H 1.346 4.372 -4.107
H 2.701 2.573 -3.834
H 3.065 2.427 -2.120
H 2.158 1.150 -2.951
C 3.273 2.646 2.748
Si 2.281 2.975 1.192
C 3.007 4.292 0.090
C 0.637 3.633 1.779
N 2.152 1.441 0.229
C 3.373 0.905 -0.233
C 4.662 1.373 0.059
C 5.784 0.747 -0.467
C 5.680 -0.360 -1.298
C 4.421 -0.854 -1.613
C 3.352 -0.200 -1.065
F 2.053 -0.652 -1.356
H 3.910 3.504 2.976
H 3.924 1.774 2.706
H 2.599 2.519 3.599
H 3.223 5.177 0.694
H 2.283 4.597 -0.670
H 3.931 4.014 -0.415
H 0.919 4.514 2.366
H 0.098 2.977 2.462
H -0.028 3.992 0.995
H 4.806 2.232 0.696
H 6.761 1.139 -0.221
H 6.564 -0.831 -1.704
H 4.277 -1.704 -2.267
C 1.962 -3.738 0.475
N 0.818 -3.524 1.362
C 0.605 -4.256 2.512
C -0.642 -3.975 2.939
N -1.185 -3.065 2.049
C -0.271 -2.785 1.087
S -0.512 -1.818 -0.328
C -2.608 -2.822 1.970
C -3.444 -3.925 2.047
C -4.811 -3.701 1.989
C -5.266 -2.401 1.837
C -4.332 -1.382 1.752
N -3.013 -1.577 1.826
H 1.876 -4.726 0.026
H 2.885 -3.678 1.046
H 1.949 -2.985 -0.306
H 1.356 -4.912 2.918
H -1.191 -4.331 3.793
H -3.043 -4.926 2.140
H -5.503 -4.529 2.055
H -6.323 -2.178 1.788
H -4.655 -0.354 1.626
C -3.482 -0.301 -1.639
N -2.830 -1.387 -2.362
C -3.388 -2.714 -2.093
C -1.638 -1.228 -2.943
S -0.685 0.212 -2.625
N -1.215 -2.088 -3.860
C -2.135 -2.842 -4.722
C 0.187 -2.166 -4.269
H -4.547 -0.522 -1.599
H -3.340 0.641 -2.161
H -3.092 -0.230 -0.618
H -3.647 -2.753 -1.033
H -2.644 -3.480 -2.292
H -4.284 -2.907 -2.683
H -3.137 -2.431 -4.654
H -2.148 -3.902 -4.468
H -1.785 -2.736 -5.747
H 0.835 -1.873 -3.449
H 0.373 -1.526 -5.133
H 0.398 -3.198 -4.544
*
```

Computed properties:
Highest occupied orbital energy (alpha / beta) in eV: -15.017 / -15.257
Orbital gap (alpha / beta) in eV: 6.8551 / 6.2192
Calculated total energy in hartree: -3299.71841
Largest force on an atom in eV/Å: 0.11
LUMO energy (alpha / beta) in hartree: -0.300 / -0.332

Atom charges from the Löwdin analysis, given in e for atoms 1 to 99: 1.424, -0.008, -0.285, 0.012, 0.009, 0.017, -0.235, 0.019, -0.219, 0.011, 0.022, 0.039, -0.219, -0.018, -0.251, 0.033, 0.019, 0.025, -0.313, 0.002, -0.058, 0.083, 0.102, 0.045, 0.136, 0.134, 0.124, 0.125, 0.138, 0.127, 0.122, 0.137, 0.136, 0.106, 0.079, 0.064, -0.147, 0.463, -0.142, -0.145, -0.215, -0.359, -0.038, -0.033, -0.041, 0.011, -0.248, -0.153, 0.057, 0.021, 0.041, 0.058, 0.031, 0.037, 0.065, 0.027, 0.027, 0.092, 0.126, 0.123, 0.133, 0.004, -0.090, 0.006, 0.000, 0.028, -0.588, 0.758, -0.272, 0.021, -0.014, -0.020, -0.119, 0.142, 0.117, 0.104, 0.053, 0.149, 0.148, 0.129, 0.131, 0.124, 0.104, -0.068, -0.201, -0.032, -0.724, 0.760, -0.173, -0.005, -0.045, 0.108, 0.076, 0.053, 0.082, 0.090, 0.109, 0.099, 0.106

C42H41ClO2OsP2 as an isolated structure at a distorted geometry. Source: the OMol25 dataset; level of theory: ωB97M-V/def2-TZVPD.

```
! RIJCOSX wB97M-V def2-TZVPD def2/J DEFGRID3
* xyz 2 5
Os -0.424 0.099 1.845
C -2.134 -0.080 3.453
C -2.686 0.070 2.168
C -3.319 1.387 1.744
C -2.360 2.223 0.887
C -0.903 2.091 1.268
C -0.479 2.132 2.615
C -1.404 2.363 3.800
C -2.049 1.086 4.407
C 1.300 -0.415 1.050
H -2.104 -1.077 3.927
H -3.036 -0.822 1.643
H -3.669 1.975 2.621
H -4.215 1.137 1.132
H -2.446 1.903 -0.151
H -2.647 3.285 0.907
H -0.200 2.492 0.524
H 0.521 2.537 2.795
H -2.176 3.121 3.562
H -0.783 2.797 4.606
H -1.416 0.800 5.261
H -3.034 1.336 4.838
H 1.766 -1.156 1.709
H 1.983 0.428 0.941
H 1.115 -0.862 0.075
P -0.348 -1.459 -2.664
P 0.976 0.865 -2.486
C -1.450 -0.063 -2.935
C -0.798 1.134 -2.752
C -0.502 -2.569 -4.154
C -1.464 -2.425 -5.172
C -1.633 -3.440 -6.124
C -0.785 -4.556 -6.128
C 0.288 -4.620 -5.225
C 0.440 -3.621 -4.263
C -1.008 -2.615 -1.457
C -0.133 -3.015 -0.431
C -0.641 -3.744 0.637
C -1.954 -4.239 0.577
C -2.778 -3.950 -0.527
C -2.305 -3.125 -1.548
C 1.750 0.960 -4.234
C 1.537 -0.107 -5.130
C 2.213 -0.193 -6.344
C 3.099 0.817 -6.728
C 3.270 1.921 -5.887
C 2.595 2.002 -4.659
C 1.616 2.383 -1.721
C 2.930 2.319 -1.217
C 3.470 3.392 -0.512
C 2.700 4.549 -0.317
C 1.417 4.643 -0.867
C 0.880 3.572 -1.590
H -2.491 -0.170 -3.234
H -1.253 2.117 -2.832
H -2.080 -1.526 -5.229
H -2.430 -3.353 -6.874
H -0.946 -5.368 -6.844
H 1.005 -5.447 -5.273
H 1.297 -3.645 -3.587
H 0.915 -2.727 -0.474
H -0.021 -3.888 1.530
H -2.349 -4.840 1.401
H -3.783 -4.372 -0.559
H -2.935 -2.887 -2.415
H 0.844 -0.915 -4.873
H 2.031 -1.052 -6.988
H 3.622 0.752 -7.683
H 3.936 2.724 -6.194
H 2.748 2.887 -4.032
H 3.514 1.410 -1.370
H 4.482 3.321 -0.106
H 3.109 5.382 0.262
H 0.823 5.553 -0.735
H -0.108 3.659 -2.033
Cl 0.573 1.268 10.064
C 0.751 0.609 8.489
C 0.761 -0.783 8.306
C 0.828 -1.304 7.003
C 0.894 -0.451 5.887
C 1.041 0.925 6.104
C 0.918 1.465 7.387
C 0.704 -1.015 4.482
O 0.633 -2.228 4.284
O 0.622 -0.060 3.575
H 0.710 -1.441 9.176
H 0.840 -2.378 6.842
H 1.261 1.566 5.249
H 0.951 2.542 7.529
*
```

Computed properties:
Highest occupied orbital energy (alpha / beta) in eV: -12.992 / -12.859
Orbital gap (alpha / beta) in eV: 7.0158 / 3.5053
Calculated total energy in hartree: -3008.31872
Largest force on an atom in eV/Å: 3.08
LUMO energy (alpha / beta) in hartree: -0.220 / -0.344

For each atom in turn, the Löwdin charge in e is: 1.509, -0.181, -0.231, -0.171, -0.193, -0.293, -0.221, -0.149, -0.161, -0.261, 0.132, 0.112, 0.118, 0.133, 0.095, 0.131, 0.089, 0.127, 0.127, 0.113, 0.093, 0.141, 0.037, 0.027, -0.041, 1.047, 1.066, -0.270, -0.263, -0.375, -0.087, -0.059, -0.053, -0.057, -0.092, -0.377, -0.125, -0.066, -0.050, -0.053, -0.071, -0.293, -0.103, -0.059, -0.051, -0.056, -0.076, -0.408, -0.112, -0.056, -0.052, -0.062, -0.101, 0.088, 0.079, 0.103, 0.119, 0.119, 0.119, 0.112, 0.093, 0.117, 0.118, 0.118, 0.119, 0.045, 0.116, 0.119, 0.115, 0.105, 0.116, 0.119, 0.118, 0.119, 0.096, 0.804, -0.626, -0.041, 0.040, -0.092, -0.009, -0.057, -0.532, 0.074, -0.214, 0.127, 0.135, 0.125, 0.121